Formula: C26H23N5O6S3SiW
Source: the OMol25 dataset
Level of theory: ωB97M-V with the def2-TZVPD basis set

Properties
Energy above the lowest of the compared OMol25 structures with the same formula, charge and spin: 28.3 kcal per mole
E_HOMO: -8.476 eV
Orbital gap: 6.2 eV

```
! RIJCOSX wB97M-V def2-TZVPD def2/J DEFGRID3
* xyz 0 1
W -2.406 0.233 -0.740
N -3.051 3.353 0.511
N -4.408 3.112 0.236
C -4.877 1.903 -0.182
O -5.970 1.679 -0.610
O -3.980 0.872 0.021
H -2.952 3.760 1.439
H -2.661 3.978 -0.195
H -5.011 3.884 -0.030
C 5.714 -0.769 -0.252
C 4.290 -0.795 -0.724
C 3.427 -1.811 -0.343
C 2.103 -1.824 -0.762
C 1.647 -0.795 -1.569
C 2.494 0.232 -1.971
C 3.807 0.222 -1.548
S -0.005 -0.823 -2.144
O -0.791 -1.644 -1.229
O 0.007 -1.093 -3.547
N -0.680 0.619 -1.815
C -0.630 1.668 -2.801
C -1.873 2.489 -2.576
O -2.036 3.641 -2.878
O -2.803 1.795 -1.898
H 5.976 -1.687 0.270
H 5.879 0.064 0.431
H 6.400 -0.645 -1.089
H 3.785 -2.606 0.297
H 1.438 -2.613 -0.453
H 2.140 1.035 -2.598
H 4.468 1.024 -1.848
H -0.632 1.255 -3.819
H 0.240 2.321 -2.676
S -3.065 -1.776 0.486
C -3.514 -2.910 -0.730
C -3.790 -4.239 -0.257
N -3.996 -5.287 0.160
C -3.627 -2.587 -2.035
S -3.301 -0.981 -2.586
C -4.060 -3.521 -3.029
N -4.408 -4.268 -3.826
C 2.779 3.059 0.466
C 2.924 1.846 1.111
C 1.815 1.048 1.366
C 0.535 1.463 1.000
C 0.411 2.691 0.347
C 1.514 3.480 0.073
Si -0.952 0.401 1.460
C -0.340 -1.073 2.430
C 0.039 -0.772 3.746
C 0.581 -1.738 4.578
C 0.748 -3.032 4.112
C 0.369 -3.351 2.818
C -0.168 -2.380 1.986
H 3.644 3.677 0.269
H 3.904 1.507 1.416
H 1.959 0.096 1.856
H -0.566 3.039 0.035
H 1.389 4.425 -0.438
H -1.812 1.215 2.357
H -0.090 0.230 4.132
H 0.863 -1.483 5.591
H 1.162 -3.792 4.760
H 0.479 -4.363 2.455
H -0.475 -2.655 0.986
*
```